Entry 1:
Formula: C4H12N2
Source: the Open Molecules 2025 dataset
Level of theory: ωB97M-V with the def2-TZVPD basis set

Results
Lowest unoccupied orbital energy in hartree: -0.0208
ΔE to the lowest compared entry with this formula, charge and spin in kcal/mol: 162.1
Largest force on an atom in hartree/bohr: 0.0823
Highest occupied orbital energy in eV: -7.78
HOMO-LUMO gap in Ha: 0.2652
Electronic energy in hartree: -268.85807

Last column: Löwdin charge in e.
Element x y z (Å)
C -1.93283 -0.53444 0.54068  -0.157
N -1.28129 0.74370 0.26034  -0.183
C -0.00590 0.91844 0.88595  -0.284
C 1.01928 -0.23720 0.76896  -0.205
C 1.55091 -0.31371 -0.63645  -0.130
N 0.29149 0.47836 -1.86390  -0.052
H -1.31414 -1.36242 0.08855  0.071
H -1.97217 -0.69445 1.60424  0.066
H -2.92275 -0.60779 0.09933  0.068
H -1.03777 0.68722 -0.82605  0.069
H -0.15645 1.20627 1.97799  0.126
H 0.46647 1.78023 0.34067  0.119
H 0.55697 -1.14763 1.10962  0.093
H 1.78919 0.00159 1.41462  0.090
H 2.20643 -1.23373 -0.73567  0.138
H 2.22066 0.52065 -0.82360  0.107
H -0.33836 0.38003 -2.70651  0.036
H 0.86026 -0.58512 -1.49877  0.028

=====

Entry 2:
Formula: C16H37HoN7OPS
Source: the Open Molecules 2025 dataset
Level of theory: ωB97M-V with the def2-TZVPD basis set

Results
Lowest unoccupied orbital energy (spin up / spin down) in hartree: -0.2151 / -0.2136
ΔE to the lowest compared entry with this formula, charge and spin in kcal/mol: 8.0
Largest force on an atom in hartree/bohr: 0.0174
Charge: +2
Highest occupied orbital energy (spin up / spin down) in eV: -14.28 / -14.28
Spin multiplicity: 5
<S²>: 6.005
HOMO-LUMO gap (spin up / spin down) in Ha: 0.3097 / 0.3112
Electronic energy in hartree: -2777.59941

Last column: Mulliken spin population.
Element x y z (Å)
Ho -2.30724 -0.22739 0.98433  4.036
N -2.18830 -0.61049 3.57183  -0.001
N -2.11555 -1.95530 3.95383  -0.001
C -2.62630 -2.92561 3.18786  0.000
N -2.57589 -4.16256 3.66239  -0.001
S -3.34826 -2.65871 1.65672  -0.009
H -1.24518 -0.21718 3.55479  0.000
H -2.79000 -0.11741 4.22499  0.000
H -1.67468 -2.17064 4.83722  0.000
H -2.23505 -4.37662 4.58719  0.000
H -2.94962 -4.91750 3.11044  0.000
O -3.80755 1.53419 1.77175  -0.003
H -3.51156 2.38519 2.12551  0.000
H -4.77338 1.58019 1.72151  0.000
N -0.31280 -0.05078 1.58546  -0.025
P 0.32343 0.27973 0.18782  0.016
N -0.80513 -0.46875 -0.91102  -0.008
C -0.68139 -1.96857 -0.82839  -0.001
C -1.79160 -2.61558 -1.63142  0.002
C -1.65012 -2.28317 -3.12956  0.000
C -0.65342 -1.14972 -3.34307  0.000
C -0.86986 -0.01604 -2.35612  0.001
N 0.24671 1.86598 -0.29852  0.000
C -1.08653 2.44061 -0.56567  0.000
C -1.13994 3.93159 -0.25435  0.000
C 0.06757 4.59865 -0.90100  0.000
C 1.36973 4.08173 -0.27153  0.000
C 1.14758 2.76727 0.46546  0.000
N 1.83125 -0.24443 -0.05880  -0.001
C 2.60341 0.06039 -1.28579  0.000
C 4.08068 0.15186 -0.94666  0.000
C 4.61373 -1.19406 -0.44228  0.000
C 3.52755 -1.97109 0.31515  0.000
C 2.53909 -1.03316 0.98477  -0.001
H -0.68316 -2.26376 0.22476  -0.001
H 0.29836 -2.27012 -1.20591  -0.001
H -2.76913 -2.27299 -1.25887  -0.001
H -1.78687 -3.69079 -1.45276  0.000
H -2.62043 -2.00751 -3.54509  0.000
H -1.32904 -3.16485 -3.68318  0.000
H -0.75469 -0.74139 -4.34926  0.000
H 0.37576 -1.50801 -3.27165  0.000
H -1.84901 0.43351 -2.53790  -0.001
H -0.12441 0.76402 -2.50293  0.000
H -1.93003 1.93612 -0.02559  -0.004
H -1.33498 2.30590 -1.61651  0.000
H -1.15974 4.11260 0.82364  0.000
H -2.06949 4.33194 -0.66266  0.000
H -0.00206 5.68272 -0.82927  0.000
H 0.04802 4.36800 -1.96969  0.000
H 1.75831 4.80091 0.45133  0.000
H 2.13935 3.96234 -1.03430  0.000
H 0.73155 2.94065 1.46243  0.000
H 2.09235 2.24403 0.61028  0.000
H 2.23169 0.99751 -1.70229  0.000
H 2.43484 -0.72296 -2.03376  0.000
H 4.21353 0.92944 -0.18931  0.000
H 4.63167 0.48718 -1.82540  0.000
H 5.47593 -1.02607 0.20350  0.000
H 4.97387 -1.79095 -1.28104  0.000
H 3.96872 -2.62395 1.06845  0.000
H 2.97629 -2.62463 -0.36801  0.000
H 3.05069 -0.35102 1.66960  0.000
H 1.80070 -1.58051 1.56657  0.000

=====

Entry 3:
Formula: C4H7O2P
Source: the Open Molecules 2025 dataset
Level of theory: ωB97M-V with the def2-TZVPD basis set

Results
Lowest unoccupied orbital energy in hartree: 0.0007
ΔE to the lowest compared entry with this formula, charge and spin in kcal/mol: 107.6
Largest force on an atom in hartree/bohr: 0.0849
Highest occupied orbital energy in eV: -9.15
HOMO-LUMO gap in Ha: 0.3368
Electronic energy in hartree: -648.29104

Last column: Löwdin charge in e.
Element x y z (Å)
C 0.10712 1.93308 -2.02986  0.101
C 0.16320 1.94042 -0.83559  -0.147
C -0.13583 -2.46379 -0.61905  -0.243
C 0.15130 1.69004 0.61344  -0.281
O -1.96847 -1.02372 1.14118  -0.441
O 1.08083 0.63857 0.95873  -0.136
P -0.79860 -1.85925 0.85526  0.706
H 0.00647 1.98697 -3.10484  0.034
H 0.66173 -3.26862 -0.39604  0.026
H -0.09635 -1.76317 -1.40501  -0.038
H -0.91987 1.24618 0.82233  0.132
H 0.35791 2.73104 1.10924  0.143
H 1.99944 1.01390 0.86807  0.113
H -0.60889 -2.80164 2.02212  0.031

=====

Entry 4:
Formula: C27H56MgN3O13
Source: the Open Molecules 2025 dataset
Level of theory: ωB97M-V with the def2-TZVPD basis set

Results
Lowest unoccupied orbital energy in hartree: -0.1234
ΔE to the lowest compared entry with this formula, charge and spin in kcal/mol: 0.0
Largest force on an atom in hartree/bohr: 0.0417
Charge: +1
Highest occupied orbital energy in eV: -11.15
HOMO-LUMO gap in Ha: 0.2863
Electronic energy in hartree: -2404.83687

Last column: Löwdin charge in e.
Element x y z (Å)
Mg -0.57348 1.69273 1.82797  0.947
C 2.51116 -0.45998 1.08655  0.043
C 1.18856 0.25738 1.26614  -0.643
O 0.72363 1.05562 0.41795  -0.054
O 0.57652 0.20049 2.39022  -0.084
H 2.79786 -1.04386 1.94933  0.080
H 3.19958 0.35769 0.86621  0.101
H 2.41639 -1.03292 0.16207  0.079
C -1.81843 3.69386 -0.30981  -0.224
O -1.37746 2.97836 0.59978  -0.058
N -2.55049 4.78804 -0.14877  -0.147
C -2.63002 5.43761 1.14441  -0.015
C -3.06117 5.49404 -1.30216  -0.020
H -1.60106 3.49305 -1.36575  0.139
H -3.59300 5.92407 1.25227  0.099
H -1.81602 6.15692 1.31145  0.108
H -2.40151 4.76210 1.96844  0.082
H -2.36752 6.27690 -1.62473  0.089
H -3.12760 4.83496 -2.16762  0.094
H -4.03572 5.93053 -1.10217  0.101
C -2.87071 -0.30501 0.66771  -0.245
O -1.98206 0.41153 1.14184  -0.053
N -4.01577 -0.56661 1.28035  -0.152
C -5.08408 -1.24838 0.56558  -0.023
C -4.32561 0.04709 2.55347  -0.022
H -2.79774 -0.69560 -0.35031  0.142
H -4.70682 -1.92311 -0.19928  0.097
H -5.76689 -0.53679 0.09716  0.102
H -5.65701 -1.85239 1.26837  0.094
H -3.48544 -0.08222 3.23893  0.085
H -4.41353 1.13593 2.45520  0.100
H -5.24135 -0.32783 2.99423  0.099
C -2.04236 -1.49917 6.51130  -0.358
O -3.08866 -1.57742 7.11302  0.029
N -1.76489 -2.15501 5.35865  -0.187
C -0.42195 -2.08678 4.79128  -0.059
C -2.76873 -3.01175 4.74345  -0.038
H -1.19133 -0.86749 6.82340  0.137
H -0.39791 -2.53508 3.80489  0.071
H 0.29331 -2.60510 5.43734  0.093
H -0.09606 -1.04767 4.74618  0.074
H -3.50494 -2.45996 4.14929  0.071
H -2.20204 -3.62849 4.04599  0.081
H -3.33535 -3.64293 5.42275  0.093
O 3.49808 -5.71164 4.28956  0.110
C 3.38027 -4.72335 3.61147  -0.559
O 4.35959 -3.92497 3.21935  -0.026
C 5.70236 -4.22403 3.67236  -0.185
C 6.30537 -5.29325 2.75826  -0.061
C 2.03322 -4.32200 3.05923  0.019
H 5.70805 -4.47299 4.72784  0.124
H 6.25238 -3.30492 3.48068  0.118
H 7.28762 -5.55332 3.16456  0.083
H 6.40849 -4.97996 1.72530  0.071
H 5.72952 -6.21403 2.85754  0.077
H 1.99844 -3.31822 2.62237  0.064
H 1.24150 -4.22989 3.80085  0.063
H 1.73304 -5.04307 2.30137  0.094
O -0.59508 3.92049 -3.45063  0.064
C 0.15721 4.87042 -3.43404  -0.534
O 1.48294 4.78514 -3.38882  -0.003
C 2.07951 3.47840 -3.60543  -0.177
C 2.50515 2.89292 -2.27416  -0.052
C -0.28676 6.29837 -3.70146  0.022
H 2.99526 3.69461 -4.15436  0.127
H 1.39030 2.87628 -4.18832  0.117
H 3.39861 3.30315 -1.81601  0.084
H 2.74900 1.83528 -2.45949  0.062
H 1.67195 2.77511 -1.57749  0.066
H -0.12663 6.90955 -2.81036  0.088
H -1.33393 6.37950 -3.97660  0.082
H 0.32047 6.69941 -4.50991  0.093
O 4.69030 -1.61073 -3.24325  0.106
C 3.52283 -1.84998 -3.07217  -0.544
O 3.03122 -2.86597 -2.35093  -0.017
C 3.97660 -3.75177 -1.71552  -0.192
C 3.72768 -3.71071 -0.20930  -0.066
C 2.42807 -1.02715 -3.66866  0.016
H 4.99542 -3.47567 -1.96713  0.115
H 3.77113 -4.74631 -2.10916  0.125
H 4.02645 -4.60644 0.33121  0.072
H 2.65645 -3.53375 -0.10949  0.072
H 4.29411 -2.89592 0.24433  0.077
H 2.18728 -0.17224 -3.02111  0.060
H 1.52066 -1.57452 -3.90383  0.086
H 2.76191 -0.44403 -4.52984  0.095
O -3.37818 0.66532 -2.57641  0.079
C -2.35460 0.43671 -3.18273  -0.550
O -2.27734 0.36197 -4.50979  0.006
C -3.47784 0.64595 -5.23813  -0.209
C -3.73435 2.14606 -5.33243  -0.051
C -1.04003 0.32327 -2.50794  0.027
H -4.35116 0.10612 -4.86757  0.119
H -3.27993 0.19241 -6.20908  0.123
H -3.43579 2.65362 -4.41654  0.063
H -4.76619 2.40942 -5.55119  0.081
H -3.10995 2.52524 -6.14361  0.079
H -1.04663 0.72739 -1.50209  0.062
H -0.21294 0.65870 -3.13128  0.081
H -0.76342 -0.72724 -2.33261  0.104

=====

Entry 5:
Formula: C3H9N2S
Source: the Open Molecules 2025 dataset
Level of theory: ωB97M-V with the def2-TZVPD basis set

Results
Lowest unoccupied orbital energy in hartree: -0.1624
ΔE to the lowest compared entry with this formula, charge and spin in kcal/mol: 104.8
Largest force on an atom in hartree/bohr: 0.0947
Charge: +1
Highest occupied orbital energy in eV: -12.15
HOMO-LUMO gap in Ha: 0.2842
Electronic energy in hartree: -627.00301

Last column: Löwdin charge in e.
Element x y z (Å)
C -0.63347 -0.36304 0.44666  -0.366
C -2.57878 -0.12094 -0.24119  -0.560
C 1.32671 1.12697 0.02751  0.003
N -0.21278 -1.58733 0.07280  0.083
N -0.07851 0.77942 -0.24527  -0.043
S -4.15056 0.29902 0.00926  0.709
H -0.64151 -0.19883 1.55669  0.169
H -2.38845 -0.61004 -1.13155  -0.052
H 1.64369 0.51046 0.87888  0.108
H 1.82566 0.84089 -0.94382  0.117
H 1.49054 2.30244 0.04370  0.157
H -0.29861 -1.72516 -1.02184  0.171
H -0.67692 -2.34617 0.57138  0.128
H -0.23943 0.46796 -1.26846  0.207
H -0.82427 1.42174 0.06255  0.170

=====

Entry 6:
Formula: C4H12
Source: the Open Molecules 2025 dataset
Level of theory: ωB97M-V with the def2-TZVPD basis set

Results
Lowest unoccupied orbital energy in hartree: 0.0422
ΔE to the lowest compared entry with this formula, charge and spin in kcal/mol: 40.5
Largest force on an atom in hartree/bohr: 0.1801
Highest occupied orbital energy in eV: -11.09
HOMO-LUMO gap in Ha: 0.4498
Electronic energy in hartree: -159.52038

Last column: Löwdin charge in e.
Element x y z (Å)
C -0.13871 -2.18511 1.32527  -0.108
C -1.11282 -0.90017 1.33824  -0.121
H -0.59938 -3.09433 1.09817  0.027
H 0.58311 -2.00318 0.53473  0.046
H 0.40559 -2.28180 2.29332  0.068
H -2.11742 -1.19425 1.36169  0.039
H -0.95133 -0.10200 2.08592  0.080
H -0.95208 -0.40623 0.48719  -0.032
C 0.98015 1.21774 -0.78949  -0.167
C 0.21143 1.98714 -1.89024  -0.127
H 1.57533 0.41520 -1.33891  0.090
H 1.60104 1.89446 -0.20308  0.068
H 0.47607 0.70016 -0.09081  -0.033
H 0.42053 2.92584 -1.78634  -0.015
H -0.85351 1.62483 -1.59770  0.098
H 0.47201 1.40171 -2.82796  0.087